The following is a DFT calculation (ωB97M-V/def2-TZVPD) of a cluster of 2 separate species, C24H44Br2N4O3S in total in a non-equilibrium geometry.

* orbital gap: 8.454 eV
* E_HOMO: -8.3 eV
* SMILES: CCCCCC[C@](CON=O)(CSCC)OC[C@H](NCCCC)Nc1cccnc1.BrCCBr

Each line ends with the Löwdin charge.
Atoms and positions in Å:
C1 -2.527 -5.595 -1.727  -0.100
C2 -3.126 -4.170 -1.648  -0.247
C3 -2.347 -3.118 -2.463  -0.224
C4 -1.478 -2.234 -1.570  -0.195
C5 -1.212 -0.844 -2.142  -0.184
C6 -0.735 0.140 -1.050  -0.122
C7 0.706 0.624 -1.194  -0.503
C8 0.757 1.685 -2.348  -0.135
O1 1.740 2.681 -2.098  -0.103
N1 2.704 2.690 -3.162  -0.016
O2 3.783 2.604 -2.749  0.098
C9 1.712 -0.471 -1.554  -0.378
S1 2.283 -1.427 -0.114  0.928
C10 2.397 -3.157 -0.699  -0.502
C11 1.335 -4.072 -0.041  -0.164
O3 1.233 1.235 -0.022  -0.126
C12 0.334 2.076 0.658  -0.158
C13 1.091 3.022 1.622  -0.314
N2 2.434 2.617 1.944  0.005
C14 2.610 1.787 3.127  -0.228
C15 2.031 0.388 2.995  -0.202
C16 2.051 -0.353 4.350  -0.243
C17 3.299 -1.221 4.575  -0.103
N3 0.213 3.276 2.785  0.058
C18 0.330 4.562 3.347  -0.247
C19 1.523 5.024 3.911  -0.009
C20 1.520 6.323 4.409  -0.068
C21 0.385 7.122 4.353  -0.162
N4 -0.766 6.676 3.847  0.057
C22 -0.763 5.439 3.368  -0.103
H1 -3.278 -6.324 -2.020  0.061
H2 -2.178 -5.922 -0.748  0.062
H3 -1.676 -5.624 -2.404  0.060
H4 -3.125 -3.900 -0.592  0.095
H5 -4.174 -4.190 -1.937  0.064
H6 -1.773 -3.641 -3.228  0.107
H7 -3.081 -2.490 -2.971  0.020
H8 -2.029 -2.083 -0.641  0.113
H9 -0.555 -2.742 -1.295  0.087
H10 -0.544 -0.881 -3.001  0.105
H11 -2.176 -0.493 -2.511  0.097
H12 -1.429 0.977 -1.039  0.114
H13 -0.798 -0.359 -0.082  0.118
H14 1.012 1.185 -3.284  0.123
H15 -0.225 2.142 -2.477  0.125
H16 2.585 0.028 -1.971  0.076
H17 1.349 -1.150 -2.319  0.078
H18 3.383 -3.483 -0.387  0.051
H19 2.312 -3.179 -1.781  0.066
H20 0.636 -4.421 -0.797  0.047
H21 0.758 -3.488 0.670  0.050
H22 1.793 -4.910 0.476  0.065
H23 -0.235 2.682 -0.049  0.130
H24 -0.353 1.478 1.268  0.116
H25 1.190 3.964 1.073  0.151
H26 3.043 3.419 1.961  0.106
H27 2.270 2.260 4.056  0.093
H28 3.689 1.663 3.250  0.126
H29 2.690 -0.162 2.332  0.056
H30 1.007 0.391 2.638  0.097
H31 1.191 -1.023 4.330  0.095
H32 1.865 0.333 5.175  0.099
H33 3.862 -1.379 3.659  0.065
H34 3.962 -0.742 5.296  0.065
H35 3.035 -2.178 5.019  0.062
H36 -0.751 3.125 2.514  0.108
H37 2.400 4.400 3.968  0.094
H38 2.423 6.727 4.849  0.099
H39 0.418 8.135 4.728  0.098
H40 -1.701 5.075 2.957  0.109
Br1 -5.848 -2.179 -3.593  0.662
C23 -5.780 -1.929 -5.520  -0.684
C24 -4.442 -2.326 -6.085  -0.685
Br2 -3.079 -0.987 -5.718  0.630
H41 -6.021 -0.888 -5.711  0.050
H42 -6.567 -2.563 -5.922  0.058
H43 -4.494 -2.396 -7.169  0.057
H44 -4.079 -3.264 -5.677  0.052

Atoms 1-2, force components in eV/Å:
C -0.277 0.240 0.369
C 0.417 -0.531 0.125

The following is a DFT calculation (ωB97M-V/def2-TZVPD) of a structure of composition C3H6F3OSr in a non-equilibrium geometry.

* orbital gap (alpha / beta): 5.182 / 4.931 eV
* 2S+1: 2
* E_HOMO (alpha / beta): -5.6 / -6.3 eV

Each line ends with the Löwdin spin population.
Atoms and positions in Å:
H1 2.065 -0.813 2.434  -0.002
C1 2.942 -0.897 1.765  -0.010
F1 4.032 -0.257 0.518  0.008
F2 3.727 -1.647 2.582  -0.002
F3 2.482 -1.781 0.851  -0.002
Sr1 3.008 2.467 -1.598  0.787
C2 2.749 3.387 2.628  -0.001
O1 2.356 2.046 2.571  0.048
C3 1.865 1.585 1.321  0.163
H2 3.183 3.569 3.619  0.000
H3 3.537 3.622 1.889  -0.001
H4 1.872 4.045 2.493  0.001
H5 1.193 0.724 1.195  0.008
H6 0.967 2.226 1.175  0.003

Atoms 1-2, force components in eV/Å:
H 0.302 2.819 -0.483
C 1.892 -4.681 -2.720

The following is a DFT calculation (ωB97M-V/def2-TZVPD) of a cluster of 6 separate species, C25H30N5O11 in total in a non-equilibrium geometry.

* orbital gap: 5.671 eV
* E_HOMO: -5.4 eV
* net charge: -1

Each line ends with the Löwdin charge.
Atoms and positions in Å:
C1 2.289 -0.544 -0.051  -0.783
O1 3.261 0.116 -0.319  0.007
O2 1.191 -0.021 0.667  0.006
O3 2.261 -1.813 -0.442  -0.143
H1 1.625 0.634 1.171  0.041
C2 -1.984 2.018 2.047  -0.055
C3 -0.456 2.394 2.235  0.002
C4 0.037 3.732 1.612  0.059
C5 -0.883 4.538 0.612  -0.071
C6 -2.418 3.952 0.561  0.063
C7 -2.855 2.821 1.338  -0.129
N1 -0.541 5.756 -0.002  -0.322
O4 -1.398 6.226 -0.972  -0.056
O5 0.446 6.379 0.345  0.081
H2 -2.301 1.133 2.588  0.086
H3 0.336 1.779 2.828  0.099
H4 1.024 4.099 1.611  0.060
H5 -3.066 4.485 -0.040  0.054
H6 -4.009 2.589 1.249  0.145
C8 -0.627 -2.955 -3.564  -0.118
C9 -0.412 -1.866 -2.673  -0.021
C10 -1.572 -0.832 -2.473  0.095
C11 -2.804 -0.914 -3.366  -0.094
C12 -2.961 -2.073 -4.247  0.033
C13 -1.824 -3.151 -4.408  -0.029
N2 -3.869 0.122 -3.205  -0.388
O6 -4.753 0.181 -4.092  0.031
O7 -3.644 0.930 -2.404  0.096
H7 0.187 -3.816 -3.538  0.130
H8 0.419 -1.990 -1.973  0.067
H9 -1.299 -0.093 -1.850  0.026
H10 -3.858 -2.327 -4.702  0.055
H11 -1.677 -3.763 -5.280  0.064
C14 -0.286 2.772 -2.456  -0.013
C15 -0.082 4.200 -3.172  -0.025
C16 1.287 4.465 -3.639  -0.049
C17 2.393 3.550 -3.295  -0.066
C18 2.193 2.180 -2.620  0.079
C19 0.838 1.986 -2.140  -0.092
N3 3.857 3.998 -3.631  -0.296
O8 4.171 4.762 -4.525  0.040
O9 4.844 3.479 -2.893  -0.029
H12 -1.306 2.562 -2.190  0.064
H13 -0.983 4.744 -3.548  0.090
H14 1.477 5.475 -4.218  0.133
H15 2.865 1.525 -2.047  0.091
H16 0.665 1.220 -1.521  0.026
C20 3.323 -2.764 3.041  -0.336
O10 4.337 -3.307 3.294  0.048
N4 2.451 -2.511 4.051  -0.155
C21 1.287 -1.588 3.967  -0.030
C22 2.816 -2.626 5.407  -0.088
H17 2.979 -2.567 2.048  0.119
H18 1.333 -0.513 4.451  0.156
H19 0.602 -2.150 4.080  -0.038
H20 0.943 -1.538 3.068  0.012
H21 3.586 -3.531 5.541  0.135
H22 1.884 -2.925 6.074  0.132
H23 3.272 -1.868 5.745  0.000
C23 -1.353 -2.744 0.841  -0.264
O11 -2.459 -2.294 0.446  -0.047
N5 -1.177 -3.834 1.715  -0.180
C24 0.112 -4.321 1.952  -0.042
C25 -2.390 -4.498 2.384  0.015
H24 -0.342 -2.269 0.581  0.130
H25 0.117 -5.204 1.773  -0.005
H26 0.119 -4.043 3.088  0.133
H27 0.813 -3.691 1.515  0.067
H28 -2.168 -5.408 2.837  0.060
H29 -3.193 -4.671 1.659  0.092
H30 -2.684 -3.813 3.056  0.040

Atoms 1-2, force components in eV/Å:
C 0.475 -5.901 -2.212
O 0.731 3.008 0.584

The following is a DFT calculation (ωB97M-V/def2-TZVPD) of the ion C5H10N with charge +2 in a non-equilibrium geometry.

* orbital gap (alpha / beta): 8.906 / 7.109 eV
* 2S+1: 2
* E_HOMO (alpha / beta): -20.5 / -20.8 eV
* net charge: +2

Each line ends with the Löwdin spin population.
Atoms and positions in Å:
C1 1.730 -0.877 -1.202  0.019
C2 0.215 -1.160 -1.373  0.090
C3 -0.754 -0.550 -0.518  0.186
C4 -0.381 0.565 0.260  0.393
N1 -1.186 0.880 1.349  0.048
C5 -0.913 1.745 2.305  0.160
H1 2.251 -1.792 -1.453  0.007
H2 1.893 -0.779 -0.128  0.000
H3 2.125 -0.078 -1.826  0.003
H4 0.138 -2.262 -1.334  0.022
H5 -0.109 -0.972 -2.428  0.052
H6 -1.677 -1.093 -0.330  0.003
H7 0.530 1.136 0.109  0.010
H8 -2.216 0.862 1.224  0.001
H9 -0.163 2.519 2.123  0.002
H10 -1.485 1.854 3.223  0.004

Atoms 1-2, force components in eV/Å:
C -0.866 -0.030 0.406
C 1.241 -0.370 -0.337

| no. | total energy (eV) |
| --- | --- |
| 1 | -188620.7084 |
| 2 | -14235.7554 |
| 3 | -56363.5857 |
| 4 | -6814.3085 |